P | DFT (the ωB97M-V functional and the def2-TZVPD basis) results for an isolated molecule of C2H2OS2.

As for the SMILES: O=C(S)C=S. The value obtained for the HOMO-LUMO gap is 7.82 eV. Its total charge is 0. As for the highest occupied orbital energy: -9.408 eV.

```
7
Properties=species:S:1:pos:R:3:lowdin_charge:R:1
O -0.025 1.630 -0.058 0.0003
C -0.157 0.431 0.054 -0.8460
S -1.688 -0.466 -0.070 0.8390
C 1.039 -0.559 0.020 -0.6539
S 2.590 -0.126 -0.061 0.7734
H -2.419 0.630 0.066 -0.1161
H 0.659 -1.541 0.049 0.0033
```

Q | DFT (the ωB97M-V functional and the def2-TZVPD basis) results for an isolated molecule of C2H2OS2.

As for the SMILES: C1=CSOS1. The value obtained for the HOMO-LUMO gap (alpha / beta) is 6.44 / 7.02 eV. Its total charge is 0. As for the highest occupied orbital energy (alpha / beta): -8.020 / -8.004 eV.

```
7
Properties=species:S:1:pos:R:3:lowdin_charge:R:1
C -0.629 0.735 -0.065 -0.5444
C -0.636 -0.657 -0.090 -0.4318
S -2.240 -1.438 0.140 0.8930
O -3.067 -0.181 -0.224 -0.8226
S -2.135 1.675 0.050 0.7824
H 0.402 1.175 -0.145 0.0831
H 0.131 -1.389 -0.194 0.0403
```

Which structure loses on stability? Q does.

P | DFT (the ωB97M-V functional and the def2-TZVPD basis) results for an isolated molecule of C2H2OS2.

As for the SMILES: O=CC(=S)S. The value obtained for the HOMO-LUMO gap is 7.92 eV. Its total charge is 0. As for the highest occupied orbital energy: -9.467 eV.

```
7
Properties=species:S:1:pos:R:3:lowdin_charge:R:1
O -1.556 0.877 -1.383 0.0438
C -1.004 1.049 -0.333 -0.3592
C 0.014 0.086 0.203 -1.1968
S 0.866 0.437 1.532 0.7011
S 0.386 -1.349 -0.704 0.7934
H -1.213 1.917 0.353 0.1230
H -0.423 -1.152 -1.768 -0.1053
```

Q | DFT (the ωB97M-V functional and the def2-TZVPD basis) results for a cluster of 2 separate species, C2H2OS2 in total.

The value obtained for the HOMO-LUMO gap is 8.56 eV. Its total charge is 0. As for the highest occupied orbital energy: -8.644 eV.

```
7
Properties=species:S:1:pos:R:3:lowdin_charge:R:1
C -0.235 -0.700 1.102 -0.1313
C 0.428 0.239 -0.627 -0.9838
O 0.440 -1.495 1.629 0.0760
S -0.721 0.372 -1.942 0.4669
S -0.140 1.912 -0.687 0.4490
H -1.240 -0.332 1.310 0.0952
H 1.467 0.003 -0.785 0.0280
```

Which structure loses on stability? Q does.

P | DFT (the ωB97M-V functional and the def2-TZVPD basis) results for an isolated molecule of C4H5Cl.

As for the SMILES: C=C/C=C/Cl. The value obtained for the HOMO-LUMO gap is 9.07 eV. Its total charge is 0. As for the highest occupied orbital energy: -8.791 eV.

```
10
Properties=species:S:1:pos:R:3:lowdin_charge:R:1
C -1.446 -0.636 0.034 0.0156
C -0.877 0.622 -0.058 -0.1558
C 0.570 0.768 0.005 -0.2159
C 1.391 -0.283 -0.068 -0.4975
Cl 3.184 -0.043 0.012 0.5131
H -2.535 -0.792 0.167 0.0570
H -0.927 -1.598 0.010 0.0475
H -1.408 1.547 -0.083 0.0834
H 0.976 1.743 0.149 0.0888
H 1.071 -1.327 -0.169 0.0637
```

Q | DFT (the ωB97M-V functional and the def2-TZVPD basis) results for an isolated molecule of C4H5Cl.

As for the SMILES: CC1=C(Cl)C1. The value obtained for the HOMO-LUMO gap is 9.02 eV. Its total charge is 0. As for the highest occupied orbital energy: -8.133 eV.

```
10
Properties=species:S:1:pos:R:3:lowdin_charge:R:1
C -0.528 -0.951 -0.161 -0.0642
C 0.661 -0.193 0.260 -0.1692
C 2.112 0.005 0.144 -0.6803
Cl 3.645 -0.519 -0.189 0.6886
C 1.278 1.137 0.719 -0.1535
H -1.406 -0.223 -0.040 0.1163
H -0.533 -1.875 0.364 0.0662
H -0.298 -1.168 -1.162 0.0597
H 1.173 2.073 0.180 0.0696
H 1.526 1.331 1.761 0.0669
```

Which structure loses on stability? Q does.

P | DFT (the ωB97M-V functional and the def2-TZVPD basis) results for an isolated molecule of C4H7P3.

As for the SMILES: [H]/P=C(\CC)C1=P#[PH]1. The value obtained for the HOMO-LUMO gap is 8.03 eV. Its total charge is 0. As for the highest occupied orbital energy: -8.588 eV.

```
14
Properties=species:S:1:pos:R:3:lowdin_charge:R:1
H 0.556 -2.311 1.867 -0.1474
P 0.676 -0.932 2.147 0.8462
C 0.538 -0.411 0.571 -0.6432
C 0.256 -1.035 -0.737 -0.3399
C -1.134 -0.650 -1.250 -0.1123
C 0.579 1.396 0.507 -1.0038
P 0.738 2.659 -0.560 0.6495
P 1.092 2.700 1.628 0.5118
H 0.323 -2.124 -0.637 0.0981
H 1.007 -0.710 -1.465 0.1084
H -1.324 -1.132 -2.205 0.0703
H -1.900 -0.960 -0.541 0.0765
H -1.203 0.427 -1.385 0.0442
H -0.203 3.084 2.059 -0.1584
```

Q | DFT (the ωB97M-V functional and the def2-TZVPD basis) results for an isolated molecule of C4H7P3.

The value obtained for the HOMO-LUMO gap (alpha / beta) is 6.26 / 6.35 eV. Its total charge is 0. As for the highest occupied orbital energy (alpha / beta): -7.286 / -7.289 eV.

```
14
Properties=species:S:1:pos:R:3:lowdin_charge:R:1
C -0.136 0.729 -0.212 -0.6421
C 0.086 -0.568 -0.194 -0.2665
C -1.523 1.412 0.054 -0.0906
C -0.805 -1.698 -0.028 -0.1510
P 1.313 1.882 -0.105 0.5405
P 2.740 -1.558 -0.050 0.3334
P 2.821 0.459 0.040 0.0081
H -1.958 0.972 0.868 0.0432
H -2.016 1.241 -0.931 0.0972
H -1.490 2.441 0.163 0.0257
H -0.630 -2.692 -0.642 0.1223
H -1.707 -1.499 -0.439 0.0319
H -0.747 -2.105 0.956 0.0691
H 4.050 0.984 0.519 -0.1212
```

Which structure loses on stability? Q does.

P | DFT (the ωB97M-V functional and the def2-TZVPD basis) results for a cluster of 2 separate species, C2H2N2O2 in total.

As for the SMILES: N=C=O.N=C=O. The value obtained for the HOMO-LUMO gap is 11.73 eV. Its total charge is 0. As for the highest occupied orbital energy: -10.949 eV.

```
8
Properties=species:S:1:pos:R:3:lowdin_charge:R:1
N -0.337 -0.595 2.089 0.2049
C 0.566 -0.068 1.523 -0.4424
O 1.465 0.267 0.874 0.1500
H -0.832 -0.504 2.957 0.0882
N -0.106 -0.395 -2.184 0.2010
C -0.361 0.523 -1.447 -0.4274
O -0.725 1.388 -0.769 0.1518
H 0.331 -0.616 -3.043 0.0739
```

Q | DFT (the ωB97M-V functional and the def2-TZVPD basis) results for an isolated molecule of C2H2N2O2.

The value obtained for the HOMO-LUMO gap is 8.98 eV. Its total charge is 0. As for the highest occupied orbital energy: -10.049 eV.

```
8
Properties=species:S:1:pos:R:3:lowdin_charge:R:1
C -0.731 -0.165 -0.824 0.0048
C 0.502 -0.503 0.441 -0.6047
O 1.670 0.147 0.294 0.1073
N -1.106 1.134 -0.551 0.0347
N -0.767 0.805 0.606 0.1417
O 0.441 -1.599 0.917 0.1028
H 1.539 1.066 0.023 0.1167
H -1.548 -0.886 -0.905 0.0967
```

Which structure loses on stability? Q does.

P | DFT (the ωB97M-V functional and the def2-TZVPD basis) results for a structure of composition C2H2N2O2.

The value obtained for the HOMO-LUMO gap is 9.99 eV. Its total charge is 0. As for the highest occupied orbital energy: -10.113 eV.

```
8
Properties=species:S:1:pos:R:3:lowdin_charge:R:1
C 0.110 -0.177 0.760 -0.5411
C 0.090 0.557 -1.188 -0.1613
H -0.545 -1.874 1.012 0.2972
H -0.494 0.666 -2.209 0.1709
N 0.820 0.831 0.752 0.0734
N 0.815 1.416 -0.470 0.0670
O -0.415 -0.916 1.809 0.0359
O -0.382 -0.503 -0.468 0.0580
```

Q | DFT (the ωB97M-V functional and the def2-TZVPD basis) results for a structure of composition C2H2N2O2.

The value obtained for the HOMO-LUMO gap is 11.11 eV. Its total charge is 0. As for the highest occupied orbital energy: -10.604 eV.

```
8
Properties=species:S:1:pos:R:3:lowdin_charge:R:1
C -0.984 0.184 -0.101 -0.5893
C 0.910 0.670 -0.058 -0.2977
H 1.892 1.023 -0.233 0.1382
H -0.370 -1.600 0.754 0.1853
N -0.177 1.342 -0.017 0.2318
N -0.242 -1.097 -0.201 0.1413
O -2.099 0.051 -0.080 0.1738
O 1.071 -0.573 -0.064 0.0166
```

Which structure loses on stability? P does.

P | DFT (the ωB97M-V functional and the def2-TZVPD basis) results for an isolated molecule of C20H22N2O5S.

As for the SMILES: CC(=O)N/C(=C\c1ccccc1)C(=O)OCc1cccc(S(=O)(=O)N(C)C)c1. The value obtained for the HOMO-LUMO gap is 9.12 eV. Its total charge is 0. As for the highest occupied orbital energy: -8.764 eV.

```
50
Properties=species:S:1:pos:R:3:lowdin_charge:R:1
C -0.492 -2.178 1.844 0.0192
C -0.414 -0.957 0.960 -0.4741
O 0.585 -0.289 0.805 0.0868
N -1.591 -0.673 0.330 0.1547
C -1.757 0.421 -0.512 -0.1291
C -2.941 0.893 -0.919 0.0181
C -4.253 0.329 -0.602 -0.2212
C -5.300 1.185 -0.260 -0.0349
C -6.547 0.683 0.057 -0.0795
C -6.779 -0.682 0.022 -0.0887
C -5.757 -1.541 -0.347 -0.0808
C -4.504 -1.043 -0.656 -0.0555
C -0.478 1.050 -1.005 -0.4667
O 0.210 0.552 -1.856 0.1338
O -0.311 2.260 -0.480 0.0384
C 0.893 2.955 -0.841 -0.0906
C 2.049 2.374 -0.072 -0.1883
C 2.182 2.638 1.286 -0.0194
C 3.172 2.021 2.031 -0.0523
C 4.022 1.109 1.428 -0.0526
C 3.884 0.853 0.079 -0.2508
S 4.871 -0.442 -0.676 0.6606
O 5.956 -0.759 0.207 -0.2915
O 5.176 -0.087 -2.030 -0.2826
N 3.862 -1.772 -0.713 -0.3237
C 3.447 -2.209 0.597 -0.1038
C 2.810 -1.717 -1.700 -0.0950
C 2.917 1.479 -0.681 -0.0113
H -1.280 -2.058 2.586 0.0871
H 0.458 -2.322 2.349 0.0823
H -0.712 -3.055 1.239 0.0902
H -2.428 -1.180 0.583 0.1312
H -2.944 1.793 -1.516 0.1295
H -5.121 2.250 -0.232 0.1146
H -7.345 1.359 0.327 0.1041
H -7.755 -1.074 0.266 0.1018
H -5.939 -2.605 -0.402 0.1040
H -3.731 -1.718 -0.995 0.1161
H 1.054 2.856 -1.918 0.1342
H 0.704 3.997 -0.573 0.1351
H 1.495 3.324 1.761 0.1205
H 3.268 2.237 3.085 0.1073
H 4.793 0.595 1.979 0.1135
H 3.112 -3.245 0.539 0.0936
H 4.315 -2.147 1.249 0.0826
H 2.637 -1.586 0.994 0.0676
H 3.234 -1.283 -2.602 0.0844
H 1.956 -1.117 -1.369 0.0636
H 2.473 -2.732 -1.916 0.0945
H 2.843 1.255 -1.732 0.1231
```

Q | DFT (the ωB97M-V functional and the def2-TZVPD basis) results for an isolated molecule of C20H22N2O5S.

As for the SMILES: CCc1cccc(NC(=O)CCS(=O)(=O)c2cc3c(cc2C)NC(=O)CO3)c1. The value obtained for the HOMO-LUMO gap is 8.96 eV. Its total charge is 0. As for the highest occupied orbital energy: -8.561 eV.

```
50
Properties=species:S:1:pos:R:3:lowdin_charge:R:1
C -4.304 -2.323 2.072 -0.1054
C -4.617 -1.885 0.645 -0.2076
C -3.421 -1.509 -0.192 -0.2534
C -3.618 -0.737 -1.336 -0.0533
C -2.551 -0.388 -2.140 -0.0658
C -1.264 -0.793 -1.829 -0.0198
C -1.053 -1.557 -0.688 -0.2066
N 0.219 -1.991 -0.286 0.1473
C 1.411 -1.829 -0.912 -0.4734
O 1.558 -1.316 -2.001 0.0710
C 2.595 -2.386 -0.126 -0.1231
C 3.791 -1.470 -0.282 -0.1922
S 3.552 -0.044 0.840 0.7132
O 4.667 0.852 0.677 -0.3103
O 3.335 -0.595 2.153 -0.3172
C 2.022 0.765 0.340 -0.2328
C 0.971 0.660 1.234 0.0256
C -0.255 1.235 0.945 -0.1991
C -0.405 1.919 -0.266 -0.1582
C 0.662 2.022 -1.144 0.0352
C 1.898 1.451 -0.861 -0.2472
C 3.019 1.553 -1.841 -0.0311
N -1.634 2.510 -0.547 0.1775
C -2.737 2.357 0.225 -0.4459
O -3.796 2.874 -0.045 0.0873
C -2.573 1.447 1.431 -0.0523
O -1.256 1.155 1.862 0.0084
C -2.132 -1.910 0.120 0.0178
H -3.772 -3.271 2.087 0.0706
H -5.232 -2.453 2.625 0.0734
H -3.704 -1.575 2.587 0.0720
H -5.297 -1.030 0.673 0.1149
H -5.147 -2.695 0.134 0.1208
H -4.615 -0.407 -1.589 0.1171
H -2.719 0.208 -3.024 0.1099
H -0.433 -0.526 -2.458 0.1021
H 0.231 -2.453 0.614 0.1485
H 2.366 -2.482 0.936 0.1091
H 2.824 -3.377 -0.530 0.1343
H 3.887 -1.099 -1.297 0.0952
H 4.719 -1.933 0.043 0.1124
H 1.124 0.144 2.168 0.1269
H 0.526 2.560 -2.071 0.1289
H 2.936 2.470 -2.419 0.0872
H 2.962 0.712 -2.533 0.0830
H 3.976 1.533 -1.329 0.0651
H -1.726 3.060 -1.391 0.1673
H -3.087 1.902 2.283 0.1464
H -3.088 0.507 1.182 0.1139
H -1.946 -2.503 1.002 0.1126
```

Which structure loses on stability? P does.